Entry 1:
This record from the OMol25 dataset describes a molecular structure, C4HLiO4V at a distorted geometry. The level of theory is wB97M-V/def2-TZVPD.

Each line ends with the natural charge from an NBO analysis.
Positions of all 11 atoms, in Å:
V (2.126, -0.856, 5.883)  1.6068
O (1.047, -0.352, 0.890)  -0.6693
O (3.899, -1.519, 5.304)  -0.6337
O (4.775, -0.371, 3.580)  -0.3998
O (2.720, -0.101, 4.110)  -0.8040
C (4.316, 0.180, 1.816)  0.0366
C (0.767, -0.987, -0.003)  0.6837
C (3.749, -0.875, 4.260)  0.9599
C (4.006, 0.809, 2.857)  -0.0237
Li (1.726, 0.961, 2.379)  0.9533
H (4.510, 0.140, 0.755)  0.2902

Calculated values
Relative energy (zero: lowest compared OMol25 entry of this formula, charge and spin) in kcal/mol: 64.5
Gap between HOMO and LUMO (alpha / beta) in eV: 8.5 / 8.7
Total charge: +2
E_HOMO (alpha / beta) in eV: -18.374 / -18.393
Multiplicity: 4
⟨S²⟩: 3.7594

Entry 2:
This record from the OMol25 dataset describes C4HNO in the gas phase at a distorted geometry. The level of theory is wB97M-V/def2-TZVPD.

Each line ends with the natural charge from an NBO analysis.
Positions of all 7 atoms, in Å:
O (-0.991, -1.250, 1.304)  -0.4127
N (-2.280, 1.034, -0.861)  -0.2193
C (1.867, 0.167, -0.177)  -0.0689
C (-1.580, 0.249, -0.385)  0.1739
C (0.753, -0.202, 0.093)  -0.1418
C (-0.621, -0.525, 0.411)  0.4210
H (2.852, 0.528, -0.385)  0.2478

Calculated values
SMILES: C#CC(=O)C#N
Relative energy (zero: lowest compared OMol25 entry of this formula, charge and spin) in kcal/mol: 3.9
Gap between HOMO and LUMO in eV: 10.4
E_HOMO in eV: -11.688
Multiplicity: 1

Entry 3:
This record from the OMol25 dataset describes 2 unconnected molecules or ions with the total composition C4HNO2S at a distorted geometry. The level of theory is wB97M-V/def2-TZVPD.

Each line ends with the natural charge from an NBO analysis.
Positions of all 9 atoms, in Å:
S (0.332, 1.869, 0.773)  0.2927
O (3.259, -0.782, -0.105)  -0.4009
O (-0.655, -1.788, 0.148)  -0.4992
N (-2.368, -0.275, 0.368)  -0.7539
C (-1.426, -0.958, 0.169)  0.8494
C (-0.020, 1.041, -0.697)  -0.0985
C (1.197, 0.538, -0.234)  -0.5243
C (2.329, -0.036, -0.152)  0.7260
H (-2.648, 0.392, -0.270)  0.4087

Calculated values
Relative energy (zero: lowest compared OMol25 entry of this formula, charge and spin) in kcal/mol: 86.9
Gap between HOMO and LUMO in eV: 7.9
E_HOMO in eV: -9.343
Multiplicity: 1

Entry 4:
This record from the OMol25 dataset describes C4HNS in the gas phase at a distorted geometry. The level of theory is wB97M-V/def2-TZVPD.

Each line ends with the natural charge from an NBO analysis.
Positions of all 7 atoms, in Å:
S (-2.805, -0.628, 0.102)  0.2515
N (3.496, -0.240, 0.305)  -0.2189
C (-0.257, 0.055, -0.111)  0.0868
C (2.306, -0.568, -0.181)  0.2000
C (-1.680, 0.381, -0.028)  -0.4657
C (0.874, -0.575, -0.178)  -0.0920
H (-1.935, 1.573, 0.090)  0.2383

Calculated values
SMILES: N#CC#CC=S
Relative energy (zero: lowest compared OMol25 entry of this formula, charge and spin) in kcal/mol: 59.8
Gap between HOMO and LUMO in eV: 7.8
E_HOMO in eV: -9.690
Multiplicity: 1

Entry 5:
This record from the OMol25 dataset describes a molecular structure, C4HO4 at a distorted geometry. The level of theory is wB97M-V/def2-TZVPD.

Each line ends with the natural charge from an NBO analysis.
Positions of all 9 atoms, in Å:
O (0.284, 2.494, -0.105)  -0.5260
O (1.228, -2.038, -0.721)  -0.7529
O (2.230, -0.623, 0.757)  -0.7392
O (-1.620, 1.120, -0.045)  -0.5709
C (0.057, -0.139, 0.045)  -0.2272
C (-1.275, -0.262, 0.059)  0.0812
C (-0.266, 1.483, -0.004)  0.8217
C (1.314, -1.006, -0.006)  0.7175
H (-1.952, -1.029, 0.020)  0.1957

Calculated values
Relative energy (zero: lowest compared OMol25 entry of this formula, charge and spin) in kcal/mol: 20.6
Gap between HOMO and LUMO in eV: 8.3
Total charge: -1
E_HOMO in eV: -4.483
Multiplicity: 1

Entry 6:
This record from the OMol25 dataset describes C4I4S in the gas phase at a distorted geometry. The level of theory is wB97M-V/def2-TZVPD.

Each line ends with the natural charge from an NBO analysis.
Positions of all 9 atoms, in Å:
I (0.686, -3.873, 1.305)  0.1973
I (0.470, 2.280, -1.229)  0.1633
I (-2.514, 0.550, -2.728)  0.1937
I (2.478, -0.346, 1.353)  0.1597
S (-1.125, -2.246, -1.115)  0.4702
C (-1.065, -0.464, -1.348)  -0.3439
C (0.720, -0.848, 0.061)  -0.2411
C (-0.036, 0.119, -0.698)  -0.2323
C (0.236, -2.126, -0.035)  -0.3668

Calculated values
SMILES: Ic1sc(I)c(I)c1I
Relative energy (zero: lowest compared OMol25 entry of this formula, charge and spin) in kcal/mol: 1.1
Gap between HOMO and LUMO in eV: 7.5
E_HOMO in eV: -9.037
Multiplicity: 1

Entry 7:
This record from the OMol25 dataset describes 2 unconnected molecules or ions with the total composition C4O6 at a distorted geometry. The level of theory is wB97M-V/def2-TZVPD.

Each line ends with the natural charge from an NBO analysis.
Positions of all 10 atoms, in Å:
O (-3.532, -0.503, -1.031)  -0.7105
O (0.310, -0.096, 0.256)  -0.5554
O (1.294, 0.143, -1.770)  -0.6379
O (-3.265, 0.897, 0.855)  -0.6025
O (3.323, -1.147, 0.157)  -0.6808
O (3.111, 1.026, 0.725)  -0.6701
C (-2.266, -0.135, 1.191)  -0.1662
C (1.229, 0.033, -0.588)  0.7244
C (-3.006, -0.188, 0.018)  0.5529
C (2.802, -0.031, 0.188)  0.7460

Calculated values
Relative energy (zero: lowest compared OMol25 entry of this formula, charge and spin) in kcal/mol: 37.4
Gap between HOMO and LUMO (alpha / beta) in eV: 7.1 / 4.4
Total charge: -2
E_HOMO (alpha / beta) in eV: -0.616 / 1.085
Multiplicity: 1

Entry 8:
This record from the OMol25 dataset describes 8 unconnected molecules or ions with the total composition C50H106NO17 at a distorted geometry. The level of theory is wB97M-V/def2-TZVPD.

Each line ends with the Löwdin charge.
Positions of all 174 atoms, in Å:
O (4.566, -6.277, 8.287)  -0.1998
O (-9.168, 5.272, 2.286)  -0.2268
O (4.533, -5.600, -0.810)  -0.2028
O (4.952, -0.397, -5.060)  -0.1937
O (-0.392, 4.977, -12.781)  -0.1977
O (-0.800, 2.759, -5.853)  -0.2005
O (-0.791, 3.880, -10.053)  -0.2088
O (5.069, -2.851, 3.369)  -0.2044
O (-3.848, -0.341, 6.083)  -0.0964
O (6.930, -4.906, 4.427)  -0.1984
O (-11.002, 6.389, 4.334)  -0.2011
O (0.259, 6.298, 2.330)  -0.2659
O (-3.787, 1.829, 5.059)  -0.0302
O (4.552, -1.494, -2.332)  -0.2297
O (-3.331, 2.143, -4.432)  -0.2118
O (5.113, -7.571, -2.951)  -0.1973
O (4.342, -8.514, 10.224)  -0.1980
N (-6.415, 4.431, -1.558)  -0.0684
C (1.916, -0.772, 1.857)  -0.1918
C (-2.678, -2.050, 0.945)  -0.2152
C (1.304, 5.977, 1.328)  -0.2256
C (5.847, -6.771, 7.909)  -0.1182
C (-1.858, 3.694, -5.620)  -0.1965
C (5.061, -7.729, 11.170)  -0.1132
C (-2.606, 3.373, -4.323)  -0.1957
C (-1.828, 4.414, -10.884)  -0.1915
C (-5.972, 1.860, 0.659)  -0.1529
C (6.137, -1.178, -5.169)  -0.1122
C (-10.294, 5.041, 1.446)  -0.1127
C (1.361, -1.071, 0.344)  -0.2189
C (-3.748, -0.906, 0.463)  -0.2344
C (2.629, 0.739, 1.796)  -0.2081
C (-2.667, 1.067, -3.776)  -0.1083
C (5.029, -3.563, 2.137)  -0.1144
C (-6.917, 4.359, -0.158)  -0.1695
C (-4.083, 0.229, 1.644)  -0.2129
C (-4.440, 0.512, 5.225)  -0.2759
C (3.561, -7.295, 8.252)  -0.1918
C (4.226, -7.793, -1.850)  -0.1950
C (-5.444, 1.864, -0.881)  -0.0461
C (8.011, -4.190, 3.837)  -0.1127
C (6.479, -7.561, -2.549)  -0.1138
C (3.825, -1.177, -4.647)  -0.1883
C (2.143, 3.460, 1.669)  -0.2134
C (5.414, -0.479, -1.829)  -0.0958
C (3.235, -7.802, 9.659)  -0.1933
C (-6.156, 1.112, 3.192)  -0.2703
C (0.071, 4.895, -9.549)  -0.1063
C (-0.072, -1.867, 0.282)  -0.2260
C (-9.605, 6.688, 4.231)  -0.1950
C (4.805, -3.697, 4.493)  -0.1860
C (-1.518, 4.197, -12.367)  -0.1953
C (1.171, 4.433, 0.747)  -0.1733
C (0.794, 4.196, -12.889)  -0.1129
C (3.571, -6.487, -1.393)  -0.1899
C (-11.236, 5.066, 4.805)  -0.1131
C (3.515, -0.960, -3.163)  -0.1885
C (-5.703, 3.147, -1.806)  -0.1681
C (-5.828, 0.064, 4.408)  -0.1090
C (1.467, 1.941, 1.783)  -0.2086
C (-6.766, 3.243, 0.982)  -0.0478
C (-9.127, 6.615, 2.779)  -0.1931
C (-1.047, 6.537, 1.695)  -0.1260
C (-5.710, 0.603, 1.696)  -0.2371
C (-1.242, -1.265, 1.263)  -0.2221
C (-1.146, 1.786, -6.832)  -0.1061
C (4.915, -4.560, -1.703)  -0.1063
C (6.096, -4.062, 5.229)  -0.1868
H (-5.245, 3.073, -2.909)  0.0762
H (5.840, -4.632, 6.128)  0.0995
H (4.748, -8.284, -1.019)  0.1238
H (0.947, 4.412, -9.109)  0.0922
H (6.299, -1.796, -4.282)  0.0802
H (5.870, -6.949, 6.829)  0.0859
H (4.258, -4.597, 4.186)  0.1279
H (-2.897, 1.847, 5.528)  0.1220
H (6.079, -1.815, -6.057)  0.0857
H (-5.745, 2.213, 3.377)  0.1029
H (2.689, -1.594, 2.218)  0.0991
H (5.751, 0.197, -2.618)  0.0847
H (5.998, -8.242, 11.398)  0.0878
H (-7.229, 3.420, 2.052)  0.0640
H (-2.423, -2.797, 0.059)  0.0985
H (0.082, 3.992, 0.831)  0.1074
H (6.803, -8.580, -2.318)  0.0847
H (1.325, -0.102, -0.333)  0.1077
H (-11.010, 5.010, 5.874)  0.0843
H (2.837, -6.716, -0.613)  0.1232
H (6.595, -6.013, 8.156)  0.0910
H (-1.724, 7.149, 2.437)  0.1035
H (1.644, 4.875, -13.000)  0.0885
H (-0.471, -1.756, -0.832)  0.1126
H (8.758, -3.954, 4.601)  0.0845
H (8.473, -4.831, 3.082)  0.0876
H (5.440, -2.919, 1.354)  0.0867
H (-10.640, 4.329, 4.260)  0.0847
H (6.099, -7.694, 8.439)  0.0840
H (-8.082, 6.938, 2.736)  0.1241
H (3.041, -6.001, -2.221)  0.1268
H (0.407, 5.571, -10.339)  0.0819
H (-9.014, 6.025, 4.875)  0.1254
H (4.899, 0.089, -1.048)  0.0760
H (-0.979, -1.446, 2.402)  0.1040
H (6.987, -0.499, -5.280)  0.0883
H (-4.736, -1.321, -0.019)  0.1041
H (2.403, -8.510, 9.594)  0.1220
H (-3.211, -0.282, -0.401)  0.0847
H (2.925, -6.978, 10.314)  0.1251
H (-2.763, 1.181, -2.692)  0.0730
H (3.345, 0.932, 2.709)  0.1124
H (2.661, -6.839, 7.826)  0.1240
H (2.597, -1.503, -2.913)  0.1191
H (0.956, 3.578, -12.002)  0.0833
H (-2.547, 3.727, -6.474)  0.1238
H (4.479, -7.638, 12.092)  0.0859
H (6.290, -0.962, -1.389)  0.0883
H (2.339, 6.087, 1.892)  0.1270
H (3.200, 3.409, 1.159)  0.1094
H (-3.688, -0.240, 2.644)  0.0889
H (-2.374, 4.537, -12.958)  0.1211
H (5.791, -4.055, -1.286)  0.0877
H (2.165, -1.788, -0.170)  0.1053
H (5.295, -6.736, 10.780)  0.0826
H (3.189, 0.777, 0.751)  0.0940
H (-2.746, 3.871, -10.633)  0.1237
H (3.445, -8.473, -2.203)  0.1208
H (-0.884, 7.212, 0.749)  0.0912
H (-0.444, 5.463, -8.768)  0.0873
H (7.079, -7.183, -3.382)  0.0879
H (-1.611, 1.012, -4.052)  0.0794
H (-1.996, 5.476, -10.667)  0.1260
H (-3.152, 0.134, -4.074)  0.0916
H (-11.221, 5.398, 1.902)  0.0790
H (-1.587, 5.554, 1.324)  0.1028
H (2.201, 3.885, 2.763)  0.1134
H (-6.699, 0.200, 5.212)  0.1230
H (-3.344, 4.160, -4.139)  0.1192
H (-7.343, 1.235, 3.172)  0.1038
H (-9.712, 7.286, 2.137)  0.1246
H (-1.920, 3.349, -3.468)  0.1282
H (-10.143, 5.535, 0.481)  0.0840
H (6.643, -6.916, -1.682)  0.0824
H (1.479, 4.402, -0.384)  0.1139
H (3.347, 0.102, -2.946)  0.1287
H (5.177, -4.947, -2.691)  0.0847
H (0.878, 1.915, 2.814)  0.1217
H (0.736, 3.559, -13.777)  0.0852
H (-1.360, 3.134, -12.585)  0.1246
H (5.623, -4.481, 2.179)  0.0843
H (3.862, -8.121, 7.596)  0.1262
H (-1.352, -0.084, 1.141)  0.1138
H (-3.468, 1.227, 1.480)  0.1040
H (-9.473, 7.713, 4.594)  0.1186
H (-1.396, 4.681, -5.524)  0.1185
H (3.983, -2.241, -4.865)  0.1238
H (0.704, 1.798, 0.880)  0.1059
H (-5.812, -1.065, 4.097)  0.1287
H (-0.393, 0.993, -6.811)  0.0864
H (1.091, -0.697, 2.683)  0.0967
H (6.638, -3.162, 5.545)  0.1270
H (1.345, 6.763, 0.435)  0.1217
H (-2.125, 1.341, -6.634)  0.0844
H (-4.873, 0.927, -1.311)  0.0599
H (7.673, -3.271, 3.352)  0.0830
H (2.969, -0.838, -5.238)  0.1227
H (-12.294, 4.833, 4.658)  0.0864
H (-10.382, 3.964, 1.278)  0.0939
H (-1.144, 2.245, -7.826)  0.0725
H (0.000, -3.019, 0.485)  0.1110
H (4.103, -3.832, -1.793)  0.0761
H (4.161, -3.130, 5.173)  0.1258
H (-3.096, -2.630, 1.872)  0.1069
H (3.993, -3.805, 1.884)  0.0841
H (-7.550, 5.323, 0.161)  0.0788

Calculated values
Relative energy (zero: lowest compared OMol25 entry of this formula, charge and spin) in kcal/mol: 315.0
Gap between HOMO and LUMO in eV: 4.8
Total charge: -1
E_HOMO in eV: -2.980
Multiplicity: 1